{
  "formula": "C23H19BrN4O5",
  "method": "ωB97M-V/def2-TZVPD",
  "e_homo_ev": -8.1,
  "orbital_gap_ev": 7.60,
  "smiles": "COc1cc(/C=N/N2C(=O)c3ccccc3N[C@@]2(C)c2cccc([N+](=O)[O-])c2)cc(Br)c1O",
  "e_above_lowest_kcal_mol": 0.0,
  "energy_ev": -110396.635,
  "elements": ["C", "O", "C", "C", "C", "C", "N", "N", "C", "O", "C", "C", "C", "C", "C", "C", "N", "C", "C", "C", "C", "C", "C", "C", "N", "O", "O", "C", "C", "C", "Br", "C", "O", "H", "H", "H", "H", "H", "H", "H", "H", "H", "H", "H", "H", "H", "H", "H", "H", "H", "H", "H"],
  "coordinates": [[6.8601, 2.3051, -2.0257], [5.4767, 2.4701, -1.7949], [4.7949, 1.6377, -0.9701], [3.4208, 1.8562, -0.9403], [2.5594, 1.1034, -0.1501], [1.1327, 1.3682, -0.1843], [0.3584, 0.6363, 0.5157], [-0.9864, 0.7336, 0.5710], [-1.7852, 1.4659, -0.2932], [-1.3205, 2.1381, -1.1935], [-3.2285, 1.4232, -0.0036], [-4.1193, 2.0613, -0.8614], [-5.4603, 2.1377, -0.5451], [-5.9169, 1.5970, 0.6501], [-5.0478, 0.9577, 1.5117], [-3.6981, 0.8490, 1.1836], [-2.7868, 0.2334, 2.0031], [-1.5851, -0.3073, 1.4251], [-0.6423, -0.6787, 2.5708], [-1.8315, -1.5378, 0.5430], [-3.0764, -2.1444, 0.4284], [-3.2576, -3.2468, -0.3945], [-2.1987, -3.7643, -1.1139], [-0.9550, -3.1560, -0.9962], [0.1694, -3.6813, -1.7353], [1.2549, -3.1808, -1.5367], [-0.0428, -4.5925, -2.5051], [-0.7644, -2.0524, -0.1807], [3.0986, 0.0927, 0.6438], [4.4563, -0.1210, 0.6184], [5.1858, -1.5081, 1.7256], [5.3437, 0.6199, -0.1659], [6.6782, 0.3750, -0.1498], [7.4443, 2.4660, -1.1178], [7.1151, 3.0663, -2.7621], [7.0853, 1.3169, -2.4314], [3.0367, 2.6432, -1.5697], [0.8114, 2.1756, -0.8328], [-3.7273, 2.4987, -1.7668], [-6.1496, 2.6279, -1.2145], [-6.9627, 1.6704, 0.9091], [-5.4044, 0.5366, 2.4413], [-3.1382, -0.2399, 2.8207], [-0.4167, 0.2080, 3.1569], [-1.1248, -1.4195, 3.2043], [0.2824, -1.0922, 2.1883], [-3.9227, -1.7581, 0.9754], [-4.2335, -3.7001, -0.4715], [-2.3126, -4.6213, -1.7592], [0.2123, -1.5934, -0.1333], [2.4571, -0.5060, 1.2670], [6.8615, -0.3694, 0.4463]]
}

---

{
  "formula": "C23H19F12NO3Pt",
  "method": "ωB97M-V/def2-TZVPD",
  "s_squared": 2.007,
  "charge": -2,
  "e_homo_ev": [0.5, -0.4],
  "orbital_gap_ev": [4.21, 5.12],
  "multiplicity": 3,
  "energy_ev": -67647.080,
  "elements": ["Pt", "C", "C", "C", "C", "C", "N", "C", "C", "C", "C", "C", "C", "C", "C", "O", "C", "F", "F", "F", "C", "F", "F", "F", "C", "C", "C", "O", "C", "F", "F", "F", "C", "F", "F", "F", "H", "H", "H", "H", "H", "H", "H", "H", "H", "H", "H", "H", "C", "C", "C", "O", "H", "H", "H", "H", "H", "H", "H"],
  "coordinates": [[9.2197, 10.7401, 6.5391], [13.9473, 13.8364, 9.3976], [12.8545, 12.7856, 9.2551], [11.9128, 12.5077, 10.2494], [10.8387, 11.6912, 9.8796], [10.7795, 10.9746, 8.6676], [9.6513, 10.1913, 8.3970], [9.1337, 9.1403, 9.0631], [9.6425, 8.9182, 10.3618], [9.1689, 7.9773, 11.2492], [8.1253, 7.1714, 10.7902], [7.5238, 6.1110, 11.6319], [7.5882, 7.3346, 9.4873], [8.0304, 8.2836, 8.5953], [7.3889, 8.3871, 7.2179], [7.9033, 9.2442, 6.2501], [5.9446, 8.8780, 7.3820], [5.9787, 10.1754, 7.7593], [5.2480, 8.8739, 6.2484], [5.2222, 8.2362, 8.3069], [7.3248, 6.9832, 6.5145], [6.9732, 6.9945, 5.2227], [6.4479, 6.1323, 7.1148], [8.5358, 6.3628, 6.5189], [11.8528, 11.1184, 7.6929], [12.7905, 12.0821, 8.0054], [11.9332, 10.1826, 6.4797], [10.7147, 9.4671, 6.1106], [12.4006, 10.9030, 5.1967], [12.3764, 10.1016, 4.1053], [13.6342, 11.4351, 5.2472], [11.5829, 11.9537, 4.8336], [12.6954, 8.9270, 6.8636], [12.1912, 8.3599, 7.9965], [14.0156, 9.2023, 7.0833], [12.6151, 7.9382, 5.9307], [13.9041, 14.2787, 10.4186], [13.7884, 14.6809, 8.7074], [14.9382, 13.4166, 9.2246], [12.0200, 12.9244, 11.2679], [10.0162, 11.4666, 10.5609], [10.5293, 9.5061, 10.6001], [9.5210, 7.8861, 12.2756], [8.0495, 5.9779, 12.5926], [7.5880, 5.1697, 11.0594], [6.4653, 6.3327, 11.8030], [6.7962, 6.6322, 9.1890], [13.5727, 12.3046, 7.2792], [6.9971, 14.3938, 6.9230], [8.1771, 13.4119, 6.9743], [9.2370, 14.1169, 6.1531], [7.7652, 12.0741, 6.4732], [7.2303, 15.3248, 7.4715], [6.0463, 13.9670, 7.2301], [6.8299, 14.7241, 5.8973], [8.4297, 13.2172, 8.0402], [8.8748, 14.1540, 5.1207], [10.2116, 13.6406, 6.0724], [9.3831, 15.1707, 6.3857]]
}

---

{
  "formula": "C23H19F2N2O",
  "method": "ωB97M-V/def2-TZVPD",
  "charge": 1,
  "e_homo_ev": -10.6,
  "orbital_gap_ev": 4.89,
  "e_above_lowest_kcal_mol": 0.0,
  "energy_ev": -34613.776,
  "elements": ["F", "C", "C", "C", "C", "C", "C", "C", "C", "C", "C", "C", "F", "C", "C", "C", "C", "H", "H", "H", "H", "H", "H", "H", "H", "H", "H", "H", "C", "O", "C", "C", "C", "C", "C", "C", "N", "C", "N", "H", "H", "H", "H", "H", "H", "H", "H"],
  "coordinates": [[-4.9670, 5.1679, 1.7428], [-4.9402, 3.7952, 1.6391], [-6.1530, 3.1119, 1.7447], [-6.0991, 1.7077, 1.6525], [-4.8922, 1.0512, 1.4441], [-3.6651, 1.7578, 1.3013], [-2.4520, 1.0396, 1.0255], [-1.1769, 1.5960, 0.9293], [-0.0076, 0.9427, 0.5240], [1.2375, 1.6320, 0.6245], [1.4003, 2.8255, 1.4121], [2.6166, 3.4943, 1.3889], [2.7604, 4.6284, 2.1615], [3.7160, 3.0625, 0.6453], [3.5822, 1.8771, -0.0988], [2.3761, 1.1784, -0.0775], [-3.7154, 3.1737, 1.4308], [-7.0865, 3.6565, 1.8790], [-7.0307, 1.1412, 1.7304], [-4.8621, -0.0373, 1.3784], [-2.5648, -0.0272, 0.8659], [-1.0988, 2.6441, 1.2248], [-0.0404, -0.1389, 0.3127], [0.6014, 3.2072, 2.0543], [4.6488, 3.6203, 0.6584], [4.4064, 1.4782, -0.6921], [2.2456, 0.2616, -0.6368], [-2.8039, 3.7606, 1.3642], [4.0144, -4.7732, 0.4805], [3.4270, -5.0912, -0.7966], [2.5274, -4.2407, -1.3425], [2.1059, -3.0289, -0.7230], [1.1745, -2.2378, -1.4026], [0.7255, -2.6357, -2.6677], [1.1039, -3.8185, -3.2871], [2.0084, -4.6232, -2.6149], [-0.1158, -1.6336, -3.0938], [-0.1794, -0.6635, -2.1427], [0.5549, -1.0193, -1.0906], [4.6525, -5.6285, 0.7143], [4.6114, -3.8536, 0.4065], [3.2340, -4.6518, 1.2444], [2.4725, -2.6620, 0.2430], [0.6866, -4.0760, -4.2427], [2.3498, -5.5645, -3.0176], [-0.6055, -1.6319, -3.9755], [-0.7837, 0.2254, -2.3209]]
}

---

{
  "formula": "C23H19FN4O8PSeSn",
  "method": "ωB97M-V/def2-TZVPD",
  "charge": 1,
  "e_homo_ev": -11.0,
  "orbital_gap_ev": 7.21,
  "energy_ev": -129674.451,
  "elements": ["Sn", "N", "P", "C", "C", "C", "C", "C", "C", "C", "C", "C", "C", "C", "C", "C", "C", "C", "C", "C", "N", "H", "H", "H", "H", "H", "H", "H", "H", "H", "H", "H", "H", "H", "H", "H", "O", "Se", "O", "O", "O", "F", "C", "C", "N", "C", "C", "O", "O", "C", "O", "N", "C", "O", "H", "H", "H", "H"],
  "coordinates": [[-2.5489, -0.2096, 0.9502], [-0.7450, -2.7598, -0.8920], [-1.1352, -1.0909, -1.1822], [-1.7650, -1.0738, -2.8635], [-3.0376, -0.5736, -3.1238], [-3.5267, -0.5762, -4.4209], [-2.7500, -1.0864, -5.4497], [-1.4805, -1.5892, -5.1930], [-0.9804, -1.5771, -3.9034], [0.4983, -0.3362, -1.2782], [1.5783, -0.8163, -0.5454], [2.7890, -0.1455, -0.5841], [2.9232, 1.0074, -1.3428], [1.8434, 1.4959, -2.0671], [0.6304, 0.8275, -2.0361], [-0.8729, -3.1243, 1.4583], [-0.4187, -4.1735, 2.2263], [0.0682, -3.8586, 3.4852], [0.1002, -2.5312, 3.8876], [-0.4080, -1.5634, 3.0435], [-0.9255, -1.8613, 1.8389], [-0.9576, -3.3597, -1.6867], [-3.6530, -0.1907, -2.3141], [-4.5143, -0.1900, -4.6283], [-3.1327, -1.0885, -6.4597], [-0.8769, -1.9774, -5.9998], [0.0235, -1.9359, -3.7099], [1.4828, -1.7190, 0.0421], [3.6285, -0.5215, -0.0176], [3.8733, 1.5231, -1.3756], [1.9493, 2.3895, -2.6660], [-0.2082, 1.2066, -2.6073], [-0.4340, -5.1820, 1.8409], [0.4330, -4.6424, 4.1332], [0.5032, -2.2464, 4.8472], [-0.4051, -0.5145, 3.3075], [-3.7840, -3.0698, 1.6731], [-3.6425, -3.6906, 0.2118], [-3.7841, -2.6698, -1.0068], [-1.3621, -3.4530, 0.1967], [-3.6418, -5.2543, -0.0110], [4.9231, 3.5987, 1.3903], [3.7125, 3.9302, 1.8518], [2.6047, 3.4118, 1.3189], [1.3501, 3.7360, 1.7880], [0.1788, 3.1951, 1.1439], [-0.0099, 1.7196, 1.4489], [0.8093, 1.0483, 2.0189], [-1.1599, 1.2514, 0.9964], [1.1703, 4.5938, 2.8601], [0.0794, 4.8625, 3.3067], [2.3377, 5.1068, 3.3783], [3.6537, 4.8680, 2.9737], [4.5912, 5.3870, 3.5187], [2.6488, 2.6992, 0.5074], [0.2461, 3.3146, 0.0595], [-0.6940, 3.7469, 1.4927], [2.2241, 5.7328, 4.1681]]
}

---

{
  "formula": "C23H19N5O2",
  "method": "ωB97M-V/def2-TZVPD",
  "e_homo_ev": -7.5,
  "orbital_gap_ev": 7.17,
  "smiles": "COc1cccc2c(OCc3ccccc3)nc(-n3c(N)nc4ccccc43)nc12",
  "e_above_lowest_kcal_mol": 61.6,
  "energy_ev": -35702.802,
  "elements": ["C", "O", "C", "C", "C", "C", "C", "C", "O", "C", "C", "C", "C", "C", "C", "C", "N", "C", "N", "C", "N", "N", "C", "C", "C", "C", "C", "C", "N", "C", "H", "H", "H", "H", "H", "H", "H", "H", "H", "H", "H", "H", "H", "H", "H", "H", "H", "H", "H"],
  "coordinates": [[-1.4655, 1.6548, -5.6887], [-0.5558, 1.0788, -4.7063], [-1.0905, 0.2175, -3.8080], [-2.0380, -0.8004, -4.1596], [-2.5353, -1.7202, -3.2286], [-2.2254, -1.5547, -1.8923], [-1.2670, -0.6346, -1.4665], [-0.8898, -0.4270, -0.1404], [-1.4242, -1.2994, 0.7627], [-1.1415, -1.0968, 2.0540], [-1.3383, -2.1685, 3.0974], [-0.9701, -1.9713, 4.4692], [-1.2759, -2.9958, 5.3925], [-1.8715, -4.1851, 4.9846], [-2.2842, -4.3150, 3.6796], [-2.0273, -3.3134, 2.7368], [-0.0472, 0.4942, 0.2283], [0.3822, 1.3303, -0.7152], [1.5941, 2.0098, -0.5812], [2.0108, 3.0456, -1.4101], [1.4716, 3.5768, -2.4547], [3.1399, 3.5912, -1.0143], [3.4507, 2.8126, 0.1059], [4.4947, 3.0933, 0.9497], [4.7283, 2.1908, 1.9969], [3.8740, 1.0935, 2.3546], [2.7391, 0.9445, 1.4199], [2.5632, 1.7743, 0.3540], [-0.0999, 1.3249, -2.0141], [-0.7540, 0.2655, -2.4288], [-2.0397, 0.9327, -6.2898], [-2.1792, 2.3196, -5.1870], [-0.9619, 2.3805, -6.3460], [-2.3574, -0.9688, -5.1685], [-3.0869, -2.6299, -3.5943], [-2.7428, -2.2313, -1.1268], [-0.0392, -0.8967, 2.2083], [-1.7510, -0.2012, 2.3240], [-0.6127, -0.9975, 4.8249], [-1.1710, -2.7942, 6.4797], [-2.2244, -4.9527, 5.7082], [-2.9683, -5.1195, 3.2890], [-2.4627, -3.3946, 1.7454], [0.5926, 3.3167, -2.9063], [2.1444, 4.1458, -3.0223], [4.9864, 4.0923, 0.8849], [5.5998, 2.3651, 2.5929], [4.0757, 0.4329, 3.2110], [2.0508, 0.1845, 1.4957]]
}